# 1
Computed, not measured: a structure of composition C22H45O14Zn in a non-equilibrium geometry, with ωB97M-V/def2-TZVPD.

Each line ends with the Löwdin charge.
Geometry (Å):
Zn 0.70792 -4.47068 0.78693  0.68
C -0.72394 1.25264 -0.04562  -0.09
O -0.34711 -0.07616 0.31389  0.05
H -1.43055 1.32891 -0.87204  0.13
H -1.26872 1.84946 0.68591  0.13
H 0.13705 1.86588 -0.31159  0.09
C 1.85850 10.02300 -2.11362  -0.05
O 2.10906 8.79636 -1.49723  -0.03
C 3.19456 8.54814 -0.75554  -0.55
O 4.06745 9.42329 -0.65446  0.09
O 3.12968 7.28734 -0.31018  0.00
C 4.17717 6.59587 0.40617  -0.02
H 2.46391 9.97334 -3.01867  0.11
H 2.08375 10.83697 -1.42455  0.10
H 0.78661 10.07676 -2.30400  0.10
H 4.63155 5.84884 -0.24467  0.09
H 3.80480 6.07097 1.28588  0.09
H 4.92070 7.29171 0.79484  0.09
C 6.39257 -1.68894 -1.87740  -0.08
O 6.93763 -2.91901 -2.31193  0.01
C 6.06054 -3.96965 -2.32113  -0.56
O 4.96155 -3.92437 -1.75288  0.07
O 6.51530 -4.84636 -3.19400  0.03
C 5.80938 -6.08225 -3.22267  -0.03
H 6.89871 -0.80129 -2.25686  0.10
H 6.33556 -1.61465 -0.79143  0.09
H 5.33058 -1.53227 -2.06645  0.08
H 6.33062 -6.91651 -3.69217  0.10
H 4.86632 -5.98501 -3.76053  0.10
H 5.60820 -6.35841 -2.18761  0.09
C -4.41107 -3.05162 4.60845  -0.08
O -4.56720 -4.41501 4.98817  -0.05
C -3.63368 -5.40218 4.47602  -0.46
O -2.56732 -5.19757 3.90968  0.08
O -4.14068 -6.62887 4.74344  -0.01
C -3.43867 -7.73245 4.26489  -0.06
H -5.20026 -2.57470 5.18968  0.10
H -4.59739 -2.81575 3.56071  0.09
H -3.43829 -2.64501 4.88500  0.09
H -3.30641 -7.75281 3.18314  0.10
H -3.96515 -8.63630 4.57143  0.10
H -2.48150 -7.66000 4.78130  0.10
C -5.70321 -4.72111 -1.39789  -0.02
C -4.62340 -5.77167 -1.60083  -0.49
O -3.45390 -5.50817 -1.34580  0.02
C -5.04054 -7.15523 -2.00834  -0.02
H -6.48000 -4.69814 -2.16220  0.09
H -5.22704 -3.81042 -1.03456  0.08
H -6.18935 -5.14571 -0.51954  0.08
H -5.78485 -7.65100 -1.38519  0.09
H -4.12412 -7.70690 -1.79878  0.08
H -5.18526 -7.33839 -3.07305  0.09
C 2.33711 0.65475 6.68470  -0.05
C 2.30515 1.62779 7.75908  -0.48
O 2.48242 2.88741 7.53227  0.01
C 2.24743 1.09098 9.12055  -0.04
H 1.77165 -0.24542 6.92564  0.09
H 3.37960 0.34714 6.60299  0.10
H 2.08721 1.10658 5.72475  0.09
H 1.19565 0.96796 9.37887  0.10
H 2.54623 1.86630 9.82603  0.09
H 2.80550 0.17824 9.32928  0.09
C 1.12941 -2.47477 -6.30528  -0.04
C 1.67168 -1.73903 -7.48652  -0.47
O 2.19493 -2.40703 -8.41447  0.03
C 1.77522 -0.23758 -7.36074  -0.02
H 0.05657 -2.65808 -6.36440  0.09
H 1.30413 -1.85444 -5.42621  0.07
H 1.71190 -3.39531 -6.26756  0.09
H 1.75588 0.33277 -8.28942  0.09
H 2.68470 -0.01546 -6.80252  0.09
H 0.88175 -0.02767 -6.77274  0.07
C -5.30815 6.33512 -1.58120  -0.02
C -4.81009 7.67828 -1.04420  -0.51
O -4.86973 8.66338 -1.68090  0.10
C -4.06362 7.76623 0.29767  -0.02
H -5.50586 6.44082 -2.64789  0.08
H -6.33100 6.18804 -1.23440  0.08
H -4.56366 5.54659 -1.47143  0.07
H -3.71428 8.79854 0.31764  0.08
H -3.20753 7.09777 0.38920  0.07
H -4.73995 7.61545 1.13906  0.08

Atoms 1-2, force components in eV/Å:
Zn -0.146 0.231 -0.077
C 2.856 -2.067 -0.026

## Properties
net charge	+1
relative energy (zero: lowest compared OMol25 entry of this formula, charge and spin)	240.5	kcal/mol
lowest unoccupied orbital energy	-9.613	eV
Kohn-Sham gap	1.42	eV



# 2
Computed, not measured: a cluster of 6 separate species, C4H23N3O5S in total in a non-equilibrium geometry, with ωB97M-V/def2-TZVPD.

Each line ends with the natural charge from an NBO analysis.
Geometry (Å):
C 0.41987 2.11346 -0.95761  -0.30
N 0.22697 2.40522 0.39827  -0.44
C -0.05346 0.62809 -1.21226  -0.05
C -1.42325 0.53255 -1.86210  -0.52
S -2.66911 1.07929 -0.63280  0.00
N 0.86864 -0.16958 -2.03122  -0.59
C 1.86384 -0.94141 -1.26278  -0.07
N 3.27120 -0.74493 -1.45647  -0.80
H -0.18771 2.70388 -1.65232  0.24
H 1.46661 2.08921 -1.30876  0.27
H 0.42915 1.65988 1.07933  0.45
H 0.12834 3.35535 0.67928  0.42
H -0.10802 0.05803 -0.27226  0.22
H -1.49546 1.12550 -2.78511  0.23
H -1.58384 -0.51715 -2.09357  0.26
H -3.53720 0.06535 -0.69627  0.17
H 1.12716 0.37104 -2.84660  0.38
H 1.55719 -0.81486 -0.22036  0.16
H 1.52476 -1.96840 -1.32671  0.19
H 3.61899 0.05930 -0.97094  0.36
H 3.46034 -0.61479 -2.44127  0.37
H -1.08080 -0.10176 2.85561  0.47
H -1.52157 1.29551 3.29837  0.45
O -1.18249 0.47913 3.61881  -0.93
H 0.59884 -1.87661 0.45622  0.47
H 1.24985 -1.43041 1.78950  0.49
O 0.45743 -1.82060 1.40397  -0.94
H -1.48592 -1.42614 1.77925  0.47
H -2.64294 -0.68358 1.44583  0.44
O -2.39655 -1.33520 2.12148  -0.91
H 2.66370 1.98703 2.24737  0.48
H 1.74407 1.57663 3.40008  0.51
O 1.90541 1.44130 2.46133  -0.97
H -2.96648 -3.24615 -0.48457  0.48
H -2.03027 -3.57968 -1.71877  0.47
O -2.21730 -3.75450 -0.80195  -0.94

Atoms 1-2, force components in eV/Å:
C -0.697 -1.106 -0.707
N 0.307 -0.841 -0.764

## Properties
spin multiplicity	2
net charge	+1
lowest unoccupied orbital energy (spin up / spin down)	-3.151 / -8.118	eV
Kohn-Sham gap (spin up / spin down)	10.15 / 4.83	eV



# 3
Computed, not measured: a cluster of 2 separate species, C3H2Cl2O2 in total in a non-equilibrium geometry, with ωB97M-V/def2-TZVPD.

Each line ends with the natural charge from an NBO analysis.
Geometry (Å):
C 2.04321 1.22494 0.68395  0.66
C 1.17751 0.20761 0.96230  0.00
C -2.35134 0.44575 -0.50037  -0.28
O 2.44289 2.32712 0.66619  -0.37
O -0.03985 0.60076 0.87022  -0.48
Cl -2.82259 -0.48103 0.86312  0.02
Cl -2.94881 2.05389 -0.47582  0.05
H -1.97030 -0.20979 -1.30355  0.22
H 1.55985 -0.81707 0.86289  0.18

Atoms 1-2, force components in eV/Å:
C 0.753 4.056 0.234
C -1.475 -0.914 -1.120

## Properties
net charge	0
relative energy (zero: lowest compared OMol25 entry of this formula, charge and spin)	109.7	kcal/mol
lowest unoccupied orbital energy (spin up / spin down)	-1.184 / -0.353	eV
Kohn-Sham gap (spin up / spin down)	6.71 / 8.63	eV



# 4
Computed, not measured: the ion C10H12N3OS with charge +1 in a non-equilibrium geometry, with ωB97M-V/def2-TZVPD.

Each line ends with the natural charge from an NBO analysis.
Geometry (Å):
C -3.93376 0.39426 0.32686  -0.17
C -4.15540 -1.00302 0.39884  -0.18
C -2.61648 0.85639 0.28684  -0.19
C -3.11325 -1.90912 0.61672  -0.19
C -1.59794 -0.03023 0.10464  0.09
C -1.82699 -1.41012 0.40259  -0.22
C 2.64596 -2.25061 -0.63802  0.52
C 0.65576 -1.41463 0.52177  0.05
C 1.47796 1.71681 -1.05636  -0.67
C 0.17096 1.46849 -0.46881  0.27
N 2.85190 -0.80804 1.16949  -0.62
N 2.02149 -1.49799 0.36342  -0.28
N -0.27454 0.32625 -0.11630  -0.41
O 3.85108 -2.30540 -0.72027  -0.50
S -0.52800 -2.42124 -0.17651  0.45
H -4.67795 1.14281 0.08927  0.24
H -5.22658 -1.37860 0.44747  0.25
H -2.44994 1.95304 0.30580  0.23
H -3.36517 -3.03270 0.61626  0.26
H 1.92642 -2.92326 -1.26566  0.17
H 0.45841 -1.13646 1.50668  0.22
H 1.27229 2.44899 -1.73393  0.25
H 2.10154 2.17554 -0.34084  0.26
H 1.86947 0.85190 -1.53075  0.23
H 3.70158 -1.27252 1.02141  0.40
H -0.47196 2.37547 -0.30681  0.19
H 2.53637 -0.78252 2.12269  0.38

Atoms 1-2, force components in eV/Å:
C 0.843 -1.072 -0.657
C -1.926 0.576 1.212

## Properties
net charge	+1
relative energy (zero: lowest compared OMol25 entry of this formula, charge and spin)	56.6	kcal/mol
lowest unoccupied orbital energy	-4.290	eV
Kohn-Sham gap	8.17	eV



# 5
Computed, not measured: an isolated molecule of C2H4N2O in a non-equilibrium geometry, with ωB97M-V/def2-TZVPD.

Each line ends with the natural charge from an NBO analysis.
Geometry (Å):
C -1.55917 -0.39903 0.41461  0.07
C 1.16204 -0.02642 -0.23380  -0.48
N -1.60962 -1.21599 -0.40996  -0.33
N -0.05239 0.49839 0.26349  0.13
O -0.27148 1.64709 -0.20923  -0.30
H -2.28479 0.05518 1.11143  0.22
H 1.27036 0.10031 -1.29252  0.23
H 2.05866 0.44994 0.31923  0.24
H 1.28639 -1.10948 0.03674  0.23

Atoms 1-2, force components in eV/Å:
C -1.787 0.626 1.354
C 2.958 -2.346 1.189

## Properties
net charge	0
relative energy (zero: lowest compared OMol25 entry of this formula, charge and spin)	114.0	kcal/mol
lowest unoccupied orbital energy (spin up / spin down)	-1.395 / -0.872	eV
Kohn-Sham gap (spin up / spin down)	7.88 / 8.50	eV



# 6
Computed, not measured: a structure of composition C28H80CrCu3N4O18P2 in a non-equilibrium geometry, with ωB97M-V/def2-TZVPD.

Each line ends with the Löwdin charge.
Geometry (Å):
Cr -2.67700 0.18155 -1.21582  0.71
Cu 1.21169 -1.17321 -0.41484  0.32
Cu -2.36102 -2.79856 0.20646  0.45
Cu -3.74731 -0.30365 1.87268  0.41
P -4.78332 -1.44533 -0.55675  0.00
O -6.04252 -1.78474 -1.27262  -0.36
O -4.51666 0.06672 -0.23139  -0.41
O -3.50311 -1.70389 -1.43586  -0.44
O -4.63701 -2.20114 0.81080  -0.37
P -1.06002 -0.28228 0.90210  0.16
O -1.79732 -1.32833 1.76299  -0.32
O -1.96049 0.93582 0.63838  -0.39
O -1.01418 -0.90969 -0.53736  -0.39
O 0.38303 0.05559 1.34149  -0.34
C -1.94357 -4.99973 -4.08935  -0.09
C -1.78045 -3.54526 -3.70777  -0.32
O -1.75155 -3.39402 -2.29730  -0.14
H -1.87907 -5.15234 -5.17122  0.07
H -2.92135 -5.35932 -3.76111  0.08
H -1.20160 -5.64284 -3.61293  0.07
H -2.59869 -2.95280 -4.12830  0.11
H -0.85150 -3.14404 -4.14026  0.09
H -2.57633 -2.86710 -2.06947  0.03
C 1.37385 4.66388 0.35186  -0.06
C 0.58881 3.44773 0.81091  -0.31
O 1.47804 2.38990 1.12251  -0.11
H 2.06739 4.97349 1.13289  0.08
H 0.66108 5.48312 0.21899  0.06
H 1.85695 4.45541 -0.60060  0.06
H -0.10810 3.13257 0.02198  0.09
H -0.04610 3.69246 1.67510  0.10
H 0.97227 1.53738 1.19859  0.02
C -0.03421 -4.36925 5.22009  -0.08
C -0.18315 -3.05047 4.48808  -0.33
O -0.72053 -3.30818 3.20975  -0.11
H 0.90878 -4.86438 4.97114  0.06
H -0.85884 -5.04524 5.00657  0.07
H 0.02857 -4.20322 6.30069  0.07
H 0.79340 -2.54998 4.42124  0.09
H -0.84275 -2.37601 5.04983  0.11
H -0.96162 -2.46826 2.76394  0.02
C 3.90113 2.05939 -1.89745  -0.07
C 4.08902 0.88609 -0.95116  -0.30
O 2.88117 0.51041 -0.31614  -0.12
H 3.25176 1.83863 -2.74769  0.06
H 4.86288 2.35413 -2.32973  0.08
H 3.46740 2.91065 -1.37009  0.06
H 4.82295 1.18139 -0.18958  0.11
H 4.49023 0.00711 -1.45826  0.10
H 2.55344 1.27507 0.19690  0.06
C -3.63414 3.62312 4.24116  -0.08
C -2.69341 2.61583 3.60404  -0.31
O -3.37326 1.97272 2.53251  -0.11
H -4.45967 3.12961 4.75466  0.07
H -4.03776 4.27246 3.46394  0.06
H -3.09604 4.21673 4.98474  0.07
H -2.36097 1.88138 4.34577  0.11
H -1.81587 3.15678 3.22671  0.10
H -2.68667 1.63913 1.89982  0.01
C 0.97735 0.55689 6.02621  -0.09
C 0.50988 0.58051 4.60692  -0.33
O 1.57001 0.09979 3.76391  -0.11
H 1.09480 -0.45794 6.40104  0.07
H 0.28313 1.08020 6.69500  0.07
H 1.89660 1.13680 6.14483  0.08
H 0.20978 1.57508 4.25675  0.10
H -0.34538 -0.09511 4.46091  0.10
H 1.15406 0.02429 2.88070  0.01
C -3.27549 0.51544 -5.66300  -0.06
C -2.69642 0.37411 -4.25541  -0.39
C -1.39274 1.12721 -4.09856  -0.18
O -0.99389 1.03099 -2.74984  -0.24
C 0.25111 1.62334 -2.43839  -0.07
N -3.67878 0.82996 -3.23559  0.03
H -4.06117 -0.22916 -5.81315  0.08
H -2.56540 0.30423 -6.47153  0.08
H -3.70645 1.50794 -5.80072  0.08
H -2.62053 -0.68357 -3.98604  0.12
H -1.48427 2.17728 -4.41073  0.14
H -0.65307 0.61547 -4.73342  0.13
H 1.01141 1.29108 -3.15125  0.08
H 0.46250 1.37858 -1.40210  0.08
H 0.16997 2.71750 -2.54410  0.10
H -4.58897 0.41081 -3.42020  0.11
H -3.86126 1.83123 -3.26664  0.08
C 3.13739 -4.45656 1.98552  -0.05
C 2.90220 -2.97617 2.24172  -0.39
C 3.98014 -2.08444 1.63226  -0.20
O 5.27572 -2.56650 1.95953  -0.19
C 6.26035 -1.59828 1.70296  -0.12
N 1.65411 -2.59504 1.56258  0.07
H 2.96359 -4.71945 0.94070  0.07
H 2.42872 -5.06254 2.56128  0.07
H 4.14073 -4.77133 2.27588  0.08
H 2.86807 -2.80548 3.32284  0.13
H 3.84957 -1.11360 2.14026  0.13
H 3.83633 -1.92969 0.55802  0.10
H 6.29253 -0.84433 2.49678  0.09
H 6.11666 -1.11791 0.72779  0.08
H 7.22082 -2.11815 1.67536  0.08
H 1.40137 -1.65886 1.87014  0.04
H 0.89286 -3.19090 1.88492  0.07
C 1.88782 -1.62156 -3.73788  -0.04
C 2.01012 -2.91550 -2.95682  -0.42
C 3.44276 -3.17575 -2.55483  -0.22
O 3.54775 -4.29605 -1.71684  -0.17
C 4.83883 -4.40471 -1.17383  -0.11
N 1.12717 -2.88099 -1.79099  0.08
H 1.95297 -0.78903 -3.02832  0.06
H 0.93080 -1.55194 -4.25555  0.07
H 2.68033 -1.54098 -4.48546  0.09
H 1.70946 -3.74603 -3.61857  0.14
H 3.87516 -2.28376 -2.06775  0.12
H 4.03330 -3.34450 -3.47131  0.13
H 5.10956 -3.50290 -0.61192  0.08
H 5.59147 -4.61017 -1.94593  0.09
H 4.86126 -5.21839 -0.45139  0.09
H 0.13475 -2.81534 -2.03972  0.06
H 1.20617 -3.76288 -1.29264  0.10
C -3.42732 4.85906 -2.28880  -0.06
C -2.58041 4.27627 -1.16454  -0.41
C -2.80117 4.99311 0.14693  -0.20
O -2.32099 6.33640 0.08693  -0.19
C -2.01654 6.83609 1.36690  -0.12
N -2.97615 2.85607 -0.99811  0.06
H -4.49333 4.73325 -2.08365  0.08
H -3.17314 4.38511 -3.23789  0.07
H -3.25533 5.93288 -2.41300  0.08
H -1.53029 4.36987 -1.45778  0.13
H -2.35608 4.47510 1.00289  0.11
H -3.88622 5.06199 0.33320  0.14
H -1.10531 6.38224 1.78005  0.08
H -2.84813 6.63289 2.05134  0.09
H -1.82871 7.90365 1.26786  0.09
H -3.91052 2.87210 -0.57677  0.10
H -2.44464 2.51762 -0.19618  0.03

Atoms 1-2, force components in eV/Å:
Cr -1.493 -0.435 0.301
Cu 0.275 -0.682 -0.352

## Properties
spin multiplicity	5
net charge	-1
relative energy (zero: lowest compared OMol25 entry of this formula, charge and spin)	0.0	kcal/mol
lowest unoccupied orbital energy (spin up / spin down)	2.077 / 2.071	eV
Kohn-Sham gap (spin up / spin down)	5.85 / 6.51	eV



Calculated total energy for every record listed, in sequence, given in hartree: -3697.30560; -1104.47124; -1186.21608; -1025.59440; -263.18158; -9337.21369.